Molecular formula: C13H25Br2NaO10
Method: DFT, wB97M-V/def2-TZVPD

**Relative energy (zero: lowest compared OMol25 entry of this formula, charge and spin)**: 57.6 kcal/mol
**Orbital gap**: 5.809 eV
**HOMO**: -7.100 eV

Geometry as ORCA input:
```
! wB97M-V def2-TZVPD RIJCOSX def2/J DEFGRID3
* xyz 0 1
Na 1.451 0.652 2.861
C -0.598 0.183 0.377
O -0.552 1.373 1.188
H -1.508 -0.377 0.592
H -0.470 0.338 -0.694
H 0.282 -0.372 0.703
C 2.390 -0.964 -2.281
C 3.518 -1.729 -1.640
C 3.723 -3.224 -1.939
O 5.042 -3.346 -2.433
C 5.573 -2.072 -2.600
O 6.640 -1.837 -3.135
O 4.716 -1.119 -2.151
H 1.499 -1.181 -1.691
H 2.263 -1.259 -3.323
H 2.560 0.106 -2.165
H 3.395 -1.493 -0.583
H 3.066 -3.528 -2.754
H 3.452 -3.839 -1.081
Br 3.651 1.183 1.054
C 3.379 2.933 0.068
C 1.882 3.183 -0.020
Br 1.646 4.909 -0.945
H 3.871 2.850 -0.901
H 3.883 3.715 0.636
H 1.287 3.220 0.893
H 1.339 2.492 -0.665
C -3.501 -6.455 4.380
O -3.734 -5.075 4.288
C -2.948 -4.285 3.518
O -2.124 -4.724 2.648
O -3.254 -3.010 3.859
C -2.636 -1.902 3.162
H -3.334 -6.996 3.448
H -4.151 -7.141 4.921
H -2.586 -6.470 4.973
H -1.576 -1.960 2.916
H -2.747 -0.921 3.625
H -3.221 -1.932 2.243
C -2.085 6.057 -2.598
O -2.116 5.631 -1.224
C -2.520 4.352 -0.801
O -2.705 4.042 0.399
O -2.794 3.525 -1.921
C -3.220 2.239 -1.625
H -1.244 5.536 -3.054
H -1.872 7.113 -2.765
H -3.057 5.984 -3.087
H -3.099 1.633 -2.524
H -4.253 2.211 -1.279
H -2.603 1.749 -0.871
*
```

Per-atom Mulliken charges, elementary charge units:
1 Na 0.767
2 C -0.592
3 O -0.841
4 H 0.227
5 H 0.218
6 H 0.175
7 C -1.144
8 C 0.558
9 C -0.333
10 O -0.330
11 C 0.575
12 O -0.551
13 O -0.298
14 H 0.277
15 H 0.389
16 H 0.200
17 H 0.086
18 H 0.245
19 H 0.322
20 Br -0.272
21 C -0.412
22 C -0.558
23 Br -0.146
24 H 0.411
25 H 0.461
26 H 0.385
27 H 0.187
28 C -0.655
29 O -0.314
30 C 0.729
31 O -0.596
32 O -0.309
33 C -0.680
34 H 0.287
35 H 0.269
36 H 0.294
37 H 0.276
38 H 0.386
39 H 0.316
40 C -0.591
41 O -0.304
42 C 0.717
43 O -0.511
44 O -0.288
45 C -0.438
46 H 0.264
47 H 0.249
48 H 0.284
49 H 0.251
50 H 0.301
51 H 0.058


Molecular formula: C4H3FN2O
Method: DFT, wB97M-V/def2-TZVPD

**Structure (SMILES)**: N#C[C@@H]1NC(=O)[C@@H]1F
**Relative energy (zero: lowest compared OMol25 entry of this formula, charge and spin)**: 39.7 kcal/mol
**Orbital gap**: 11.209 eV
**HOMO**: -10.733 eV

Geometry as ORCA input:
```
! wB97M-V def2-TZVPD RIJCOSX def2/J DEFGRID3
* xyz 0 1
C 0.466 0.632 0.716
C -0.774 -0.006 0.102
C 1.069 0.540 -0.701
C -1.026 -1.435 0.537
H 0.316 1.651 1.090
H -1.670 0.585 0.218
H -0.238 -0.280 -2.111
N -0.113 0.099 -1.187
N -1.240 -2.492 0.850
O 2.134 0.799 -1.203
F 1.074 -0.095 1.689
*
```

Per-atom Mulliken charges, elementary charge units:
1 C 0.246
2 C 0.085
3 C 0.195
4 C 0.020
5 H 0.262
6 H 0.307
7 H 0.232
8 N -0.150
9 N -0.353
10 O -0.567
11 F -0.277


Molecular formula: CH3IO
Method: DFT, wB97M-V/def2-TZVPD

**Expectation value of S²**: 2.01
**Relative energy (zero: lowest compared OMol25 entry of this formula, charge and spin)**: 21.9 kcal/mol
**Orbital gap (spin up / spin down)**: 6.284 / 6.514 eV
**HOMO (spin up / spin down)**: -5.465 / -10.152 eV

Geometry as ORCA input:
```
! wB97M-V def2-TZVPD RIJCOSX def2/J DEFGRID3
* xyz 0 3
C 0.428 -0.244 -0.173
O -0.980 -0.499 -0.214
I 1.514 -0.129 -2.060
H 0.356 0.624 0.450
H 0.913 -1.043 0.425
H -1.135 -1.254 -0.797
*
```

Per-atom Mulliken charges, elementary charge units:
1 C -0.562
2 O -0.468
3 I 0.130
4 H 0.304
5 H 0.305
6 H 0.290


Molecular formula: C7H14N
Method: DFT, wB97M-V/def2-TZVPD

**Structure (SMILES)**: C=C/C=C/C[C@H](C)[NH3+]
**Relative energy (zero: lowest compared OMol25 entry of this formula, charge and spin)**: 63.9 kcal/mol
**Orbital gap**: 8.132 eV
**HOMO**: -11.783 eV

Geometry as ORCA input:
```
! wB97M-V def2-TZVPD RIJCOSX def2/J DEFGRID3
* xyz 1 1
C -1.600 -1.654 -0.882
C -1.547 -0.176 -0.326
C -0.184 0.443 -0.673
C 0.656 0.007 0.451
C 1.813 0.668 0.691
C 2.733 0.178 1.616
C 3.834 0.727 2.012
N -2.647 0.397 -1.373
H -2.758 -1.890 -0.880
H -1.070 -2.312 -0.170
H -1.337 -1.755 -1.904
H -2.003 0.121 0.615
H -0.077 0.101 -1.662
H -0.204 1.587 -0.642
H 0.343 -0.891 0.848
H 1.869 1.737 0.407
H 2.467 -0.831 2.189
H 4.555 0.319 2.787
H 4.103 1.828 1.801
H -3.462 -0.387 -1.486
H -2.359 0.614 -2.398
H -3.124 1.170 -1.021
*
```

Per-atom Mulliken charges, elementary charge units:
1 C -1.150
2 C -0.300
3 C -0.219
4 C -0.389
5 C -0.084
6 C -0.130
7 C -0.698
8 N -0.469
9 H 0.350
10 H 0.370
11 H 0.399
12 H 0.374
13 H 0.323
14 H 0.324
15 H 0.351
16 H 0.255
17 H 0.134
18 H 0.259
19 H 0.193
20 H 0.387
21 H 0.379
22 H 0.340


Molecular formula: C27H28F4N4O3
Method: DFT, wB97M-V/def2-TZVPD

**Structure (SMILES)**: Cc1ccc(COC(=O)N(F)C[C@@H](O)C(F)(F)F)cc1.c1ccncc1.c1ccncc1.c1ccncc1
**Orbital gap**: 9.039 eV
**HOMO**: -8.510 eV

Geometry as ORCA input:
```
! wB97M-V def2-TZVPD RIJCOSX def2/J DEFGRID3
* xyz 0 1
C 4.537 -0.835 0.628
C 3.303 -0.130 -0.012
C 1.989 -0.757 0.175
C 0.821 -0.102 -0.374
C 0.845 1.163 -1.107
C -0.430 1.875 -1.661
O -1.602 1.098 -1.313
C -2.198 1.530 -0.142
O -1.669 1.265 0.910
N -3.410 2.282 -0.100
F -3.836 2.520 1.170
C -4.483 1.811 -0.996
C -4.876 0.287 -0.894
O -4.028 -0.571 -1.658
C -5.080 -0.255 0.564
F -5.863 0.564 1.343
F -5.831 -1.426 0.434
F -3.929 -0.631 1.192
C 2.178 1.755 -1.314
C 3.364 1.109 -0.771
H 4.479 -0.606 1.734
H 5.498 -0.381 0.280
H 4.515 -1.947 0.545
H 1.882 -1.708 0.752
H -0.172 -0.585 -0.196
H -0.358 1.827 -2.785
H -0.507 2.955 -1.387
H -5.375 2.467 -0.819
H -4.112 1.975 -2.046
H -5.884 0.189 -1.389
H -3.270 -0.861 -1.120
H 2.238 2.717 -1.872
H 4.351 1.592 -0.921
N 2.294 -2.720 -3.137
C 2.123 -3.631 -4.101
C 1.368 -3.414 -5.243
C 0.751 -2.183 -5.397
C 0.912 -1.222 -4.411
C 1.690 -1.538 -3.308
H 2.622 -4.580 -3.934
H 1.267 -4.189 -5.992
H 0.151 -1.974 -6.275
H 0.445 -0.249 -4.496
H 1.849 -0.819 -2.514
N 4.799 3.167 1.128
C 4.287 3.152 2.362
C 4.273 4.252 3.206
C 4.826 5.437 2.746
C 5.365 5.477 1.471
C 5.325 4.322 0.706
H 3.868 2.202 2.678
H 3.842 4.182 4.195
H 4.836 6.319 3.376
H 5.806 6.384 1.077
H 5.731 4.305 -0.301
N -3.771 -5.426 3.091
C -3.061 -5.025 4.151
C -3.031 -3.717 4.609
C -3.776 -2.767 3.930
C -4.520 -3.158 2.827
C -4.484 -4.492 2.453
H -2.492 -5.803 4.647
H -2.439 -3.450 5.475
H -3.779 -1.733 4.255
H -5.112 -2.448 2.274
H -5.052 -4.846 1.599
*
```

Per-atom Mulliken charges, elementary charge units:
1 C -1.341
2 C 0.978
3 C -0.712
4 C -0.169
5 C 0.749
6 C -0.965
7 O 0.011
8 C 0.160
9 O -0.541
10 N 0.282
11 F -0.178
12 C -0.785
13 C -0.097
14 O -0.575
15 C 0.776
16 F -0.278
17 F -0.309
18 F -0.203
19 C -0.577
20 C -0.525
21 H 0.277
22 H 0.340
23 H 0.365
24 H 0.335
25 H 0.158
26 H 0.326
27 H 0.394
28 H 0.444
29 H 0.285
30 H 0.464
31 H 0.417
32 H 0.312
33 H 0.251
34 N -0.389
35 C -0.325
36 C -0.331
37 C -0.500
38 C -0.417
39 C -0.003
40 H 0.368
41 H 0.368
42 H 0.380
43 H 0.345
44 H 0.466
45 N -0.179
46 C -0.060
47 C -0.674
48 C -0.133
49 C -0.604
50 C -0.074
51 H 0.319
52 H 0.356
53 H 0.363
54 H 0.359
55 H 0.340
56 N -0.567
57 C -0.212
58 C -0.371
59 C -0.281
60 C -0.093
61 C -0.297
62 H 0.345
63 H 0.358
64 H 0.387
65 H 0.307
66 H 0.381


Molecular formula: H10NaO5
Method: DFT, wB97M-V/def2-TZVPD

**Relative energy (zero: lowest compared OMol25 entry of this formula, charge and spin)**: 72.6 kcal/mol
**Orbital gap**: 11.974 eV
**HOMO**: -15.306 eV

Geometry as ORCA input:
```
! wB97M-V def2-TZVPD RIJCOSX def2/J DEFGRID3
* xyz 1 1
Na 2.643 25.799 -2.854
O 2.928 25.202 -4.651
H 2.947 25.956 -5.240
H 3.657 24.654 -4.940
O 3.004 26.305 -1.056
H 2.630 27.143 -0.784
H 3.897 26.317 -0.710
O 3.701 24.526 -1.874
H 4.628 24.402 -2.077
H 3.576 24.076 -1.039
O 1.812 27.408 -3.384
H 1.923 28.313 -3.676
H 0.863 27.278 -3.364
O 1.158 24.618 -3.089
H 0.541 24.297 -2.432
H 0.789 24.333 -3.925
*
```

Per-atom Mulliken charges, elementary charge units:
1 Na 1.083
2 O -0.609
3 H 0.320
4 H 0.273
5 O -0.606
6 H 0.294
7 H 0.327
8 O -0.657
9 H 0.290
10 H 0.308
11 O -0.560
12 H 0.269
13 H 0.302
14 O -0.571
15 H 0.265
16 H 0.271


What electronic energy values result from the calculations? In sequence: -6572.96172; -438.80444; -412.64859; -329.50570; -1889.72434; -544.25639 Ha.